# 1
The following is a quantum chemistry calculation of one molecule with the formula C3H3N3O2 in a non-equilibrium geometry, from the OMol25 dataset.

structure (SMILES) = [H]/N=C/NOC(=O)C#N
LUMO level = -0.0339 Ha
E_tot = -11718.3885 eV
frontier orbital gap = 9.12 eV
HOMO level = -10.044 eV
energy above the lowest of the compared OMol25 structures with the same formula, charge and spin = 174.5 kcal/mol

```
! RIJCOSX wB97M-V def2-TZVPD def2/J DEFGRID3
* xyz 0 1
C -2.188 -0.019 -0.271
C 0.961 -0.401 -0.052
C 2.180 0.450 0.087
H -3.324 1.694 -0.934
H -3.025 -0.912 -0.517
H -1.386 -1.695 -0.047
N -2.469 1.508 -0.203
N -1.403 -0.755 0.592
N 3.131 1.098 -0.071
O 0.050 -0.264 0.915
O 0.850 -1.264 -0.830
*
```



# 2
The following is a quantum chemistry calculation of C14H32CaO14V2 as an isolated structure in a non-equilibrium geometry, from the OMol25 dataset.

LUMO level = -0.1310 Ha
E_tot = -113497.3967 eV
frontier orbital gap = 2.71 eV
HOMO level = -6.276 eV
energy above the lowest of the compared OMol25 structures with the same formula, charge and spin = 556.4 kcal/mol

```
! RIJCOSX wB97M-V def2-TZVPD def2/J DEFGRID3
* xyz 0 1
O -4.625 -2.771 -3.806
V -3.247 -2.021 -4.015
O -3.020 -1.942 -5.640
O 3.613 -0.468 -4.296
V 3.548 -0.885 -2.726
O 5.022 -1.331 -2.271
Ca -0.140 -4.929 0.039
C 0.966 -5.046 -4.133
O 1.851 -4.552 -3.446
O -0.194 -4.975 -3.805
O 1.378 -5.815 -4.959
C -0.430 -0.836 -0.669
O -1.412 -1.547 -0.512
O -0.283 -0.477 -1.832
O 0.612 -1.275 -0.226
C 5.711 -2.790 3.271
C 5.562 -4.342 3.254
C 6.882 -5.087 3.271
O 4.827 -4.808 4.387
H 4.697 -2.420 3.120
H 6.354 -2.483 2.446
H 6.080 -2.504 4.255
H 4.919 -4.650 2.430
H 7.400 -5.172 2.315
H 6.745 -6.124 3.579
H 7.509 -4.671 4.059
H 5.153 -5.682 4.613
C 5.506 4.372 0.311
C 4.310 3.387 0.394
C 3.071 3.901 1.107
O 3.793 3.214 -0.901
H 6.078 4.182 -0.597
H 6.174 4.266 1.166
H 5.151 5.402 0.269
H 4.550 2.454 0.904
H 2.346 3.110 1.298
H 2.603 4.669 0.491
H 3.399 4.200 2.102
H 3.217 3.926 -1.189
C -4.823 4.402 -4.937
C -4.196 3.505 -3.876
C -4.418 4.058 -2.482
O -4.624 2.172 -3.914
H -4.570 5.449 -4.768
H -5.912 4.362 -4.949
H -4.532 4.096 -5.942
H -3.125 3.500 -4.076
H -4.074 3.411 -1.675
H -5.464 4.254 -2.245
H -3.834 4.965 -2.320
H -5.578 2.187 -3.807
C -6.083 0.342 2.330
C -5.447 -0.450 3.461
C -6.276 -0.419 4.797
O -5.405 -1.799 2.983
H -7.152 0.171 2.200
H -5.741 0.084 1.327
H -5.889 1.389 2.565
H -4.392 -0.184 3.538
H -5.687 -0.894 5.581
H -7.246 -0.899 4.663
H -6.465 0.574 5.204
H -4.744 -1.757 2.287
*
```